No. 1
Formula: FH4NSi
Source: the Open Molecules 2025 dataset
Level of theory: ωB97M-V with the def2-TZVPD basis set

```
! wB97M-V def2-TZVPD RIJCOSX def2/J DEFGRID3
* xyz 0 1
N 0.280 -1.204 -0.635
F -2.646 2.281 1.488
Si -1.397 1.398 2.086
H 1.206 -0.844 -0.538
H 0.258 -1.542 -1.627
H -0.246 -0.300 -0.623
H -1.579 2.042 3.414
*
```

HOMO energy (Ha): -0.34071
Energy above the lowest of the compared OMol25 structures with the same formula, charge and spin (kcal/mol): 52.8
Calculated total energy (eV): -12149.64903
Kohn-Sham gap (eV): 8.56

Atom charges from the Mulliken analysis, given in e for atoms 1 to 6:
1. N -0.658
2. F -0.230
3. Si 0.314
4. H 0.222
5. H 0.231
6. H 0.189



No. 2
Formula: FH5N3P
Source: the Open Molecules 2025 dataset
Level of theory: ωB97M-V with the def2-TZVPD basis set

```
! wB97M-V def2-TZVPD RIJCOSX def2/J DEFGRID3
* xyz 0 3
N 2.352 0.770 0.013
N -1.784 -1.198 -0.436
N 1.268 0.017 0.400
F -2.323 1.183 -0.516
P -1.482 0.165 0.455
H 2.710 1.459 0.557
H -1.864 -2.055 0.083
H -2.665 -1.117 -0.903
H 2.422 0.950 -0.975
H 1.366 -0.175 1.323
*
```

⟨S²⟩: 2.007
HOMO energy (spin up / spin down) (Ha): -0.22422 / -0.36011
Energy above the lowest of the compared OMol25 structures with the same formula, charge and spin (kcal/mol): 0.0
Calculated total energy (eV): -16554.86682
Kohn-Sham gap (spin up / spin down) (eV): 7.26 / 9.97

Atom charges from the Mulliken analysis, given in e for atoms 1 to 6:
1. N -0.299
2. N -0.486
3. N -0.327
4. F -0.306
5. P 0.262
6. H 0.195



No. 3
Formula: FH5S2Si2
Source: the Open Molecules 2025 dataset
Level of theory: ωB97M-V with the def2-TZVPD basis set

```
! wB97M-V def2-TZVPD RIJCOSX def2/J DEFGRID3
* xyz 0 1
F -1.055 1.599 0.935
Si -0.164 0.170 0.843
Si 0.347 -0.546 3.064
S 0.558 -0.205 -1.043
H 1.740 -1.300 2.968
H 0.314 0.625 3.872
H -0.583 -1.373 3.656
S -0.884 0.568 -5.025
H -0.665 -0.002 -3.888
H 0.393 0.464 -5.383
*
```

Structure (SMILES): F[Si]([SiH3])=S.S
HOMO energy (Ha): -0.34431
Energy above the lowest of the compared OMol25 structures with the same formula, charge and spin (kcal/mol): 52.6
Calculated total energy (eV): -40224.79789
Kohn-Sham gap (eV): 8.11

Atom charges from the Mulliken analysis, given in e for atoms 1 to 6:
1. F -0.266
2. Si 0.508
3. Si 0.336
4. S -0.360
5. H -0.030
6. H -0.076



No. 4
Formula: FHI2OP
Source: the Open Molecules 2025 dataset
Level of theory: ωB97M-V with the def2-TZVPD basis set

```
! wB97M-V def2-TZVPD RIJCOSX def2/J DEFGRID3
* xyz 1 1
O -0.675 0.143 1.831
F -1.155 -1.047 -1.567
P 0.444 0.536 1.048
I 1.023 2.908 0.802
I 2.033 -1.030 0.165
H -1.670 -1.510 -2.280
*
```

HOMO energy (Ha): -0.56221
Energy above the lowest of the compared OMol25 structures with the same formula, charge and spin (kcal/mol): 48.5
Calculated total energy (eV): -30263.54327
Kohn-Sham gap (eV): 7.83

Charges computed using Mulliken, reported in e:
1. O -0.319
2. F -0.386
3. P 0.545
4. I 0.361
5. I 0.396
6. H 0.403



No. 5
Formula: FHLaO2P
Source: the Open Molecules 2025 dataset
Level of theory: ωB97M-V with the def2-TZVPD basis set

```
! wB97M-V def2-TZVPD RIJCOSX def2/J DEFGRID3
* xyz 2 1
P 2.236 0.541 -0.051
O 2.451 -1.034 -0.099
O 0.750 0.749 0.201
F -3.619 -0.394 -0.192
La -1.594 0.245 -0.043
H 1.664 -1.606 0.035
*
```

HOMO energy (Ha): -0.75698
Calculated total energy (eV): -16961.30715
Kohn-Sham gap (eV): 10.03

Charges computed using Mulliken, reported in e:
1. P 0.653
2. O -0.327
3. O -0.482
4. F -0.521
5. La 2.346
6. H 0.331



No. 6
Formula: FHN2O3
Source: the Open Molecules 2025 dataset
Level of theory: ωB97M-V with the def2-TZVPD basis set

```
! wB97M-V def2-TZVPD RIJCOSX def2/J DEFGRID3
* xyz 0 1
O -1.326 -2.304 1.197
N -1.273 -1.331 0.562
O -0.628 -0.921 -0.326
F -2.303 -0.305 1.048
N 1.538 1.395 -0.617
O 1.711 2.568 -0.654
H 2.281 0.898 -1.210
*
```

Structure (SMILES): O=[N+]([O-])F.N=O
HOMO energy (spin up / spin down) (Ha): -0.35220 / -0.35220
Energy above the lowest of the compared OMol25 structures with the same formula, charge and spin (kcal/mol): 38.2
Calculated total energy (eV): -11849.08726
Kohn-Sham gap (spin up / spin down) (eV): 9.29 / 9.29

Atom charges from the Mulliken analysis, given in e for atoms 1 to 6:
1. O -0.399
2. N 1.057
3. O -0.380
4. F -0.286
5. N 0.098
6. O -0.284



No. 7
Formula: FHNP
Source: the Open Molecules 2025 dataset
Level of theory: ωB97M-V with the def2-TZVPD basis set

```
! wB97M-V def2-TZVPD RIJCOSX def2/J DEFGRID3
* xyz 0 1
N -1.087 -1.168 -1.140
P -0.272 -0.576 -2.184
F 0.997 1.056 1.308
H 0.361 0.687 2.016
*
```

Structure (SMILES): N#P.F
HOMO energy (Ha): -0.42522
Energy above the lowest of the compared OMol25 structures with the same formula, charge and spin (kcal/mol): 27.8
Calculated total energy (eV): -13511.14271
Kohn-Sham gap (eV): 11.59

Charges computed using Mulliken, reported in e:
1. N -0.259
2. P 0.261
3. F -0.419
4. H 0.417



No. 8
Formula: FN2O3S
Source: the Open Molecules 2025 dataset
Level of theory: ωB97M-V with the def2-TZVPD basis set

```
! wB97M-V def2-TZVPD RIJCOSX def2/J DEFGRID3
* xyz -1 1
N 0.210 1.468 0.834
N 0.047 -1.631 -0.962
O 0.571 1.628 1.957
O -0.714 -2.297 -0.289
O 0.760 -2.087 -1.853
F -1.106 2.514 0.643
S 0.232 0.405 -0.330
*
```

HOMO energy (spin up / spin down) (Ha): -0.16019 / -0.16009
Energy above the lowest of the compared OMol25 structures with the same formula, charge and spin (kcal/mol): 22.1
Calculated total energy (eV): -22670.54773
Kohn-Sham gap (spin up / spin down) (eV): 7.70 / 7.70

Atom charges from the Mulliken analysis, given in e for atoms 1 to 6:
1. N 0.478
2. N 0.464
3. O -0.453
4. O -0.555
5. O -0.566
6. F -0.506



No. 9
Formula: FNO3PdS2
Source: the Open Molecules 2025 dataset
Level of theory: ωB97M-V with the def2-TZVPD basis set

```
! wB97M-V def2-TZVPD RIJCOSX def2/J DEFGRID3
* xyz 0 3
Pd -1.058 -0.497 1.182
F -0.606 -1.123 2.547
N 0.956 0.762 -0.564
S -0.663 1.275 -1.009
O -0.752 0.820 -2.421
O -1.551 0.325 -0.137
S 1.138 -0.649 0.013
O 2.537 -0.913 0.390
*
```

⟨S²⟩: 2.022
HOMO energy (spin up / spin down) (Ha): -0.36119 / -0.38729
Calculated total energy (eV): -35492.01881
Kohn-Sham gap (spin up / spin down) (eV): 7.87 / 7.61

Atom charges from the Mulliken analysis, given in e for atoms 1 to 6:
1. Pd 0.947
2. F -0.613
3. N -0.222
4. S 0.766
5. O -0.519
6. O -0.580



No. 10
Formula: FNO4S
Source: the Open Molecules 2025 dataset
Level of theory: ωB97M-V with the def2-TZVPD basis set

```
! wB97M-V def2-TZVPD RIJCOSX def2/J DEFGRID3
* xyz 0 1
N -2.548 -0.559 0.191
O 1.604 0.574 1.321
O -3.041 0.386 -0.104
O -0.345 -0.007 -0.068
O 1.525 0.862 -1.182
F 1.646 -1.420 -0.181
S 1.160 0.164 0.023
*
```

HOMO energy (spin up / spin down) (Ha): -0.39435 / -0.36549
Energy above the lowest of the compared OMol25 structures with the same formula, charge and spin (kcal/mol): 22.4
Calculated total energy (eV): -23228.25393
Kohn-Sham gap (spin up / spin down) (eV): 7.10 / 5.52

Atom charges from the Mulliken analysis, given in e for atoms 1 to 6:
1. N 0.583
2. O -0.543
3. O 0.092
4. O -0.532
5. O -0.526
6. F -0.285



Repeat the fourth record exactly.
Formula: FHI2OP
Source: the Open Molecules 2025 dataset
Level of theory: ωB97M-V with the def2-TZVPD basis set

```
! wB97M-V def2-TZVPD RIJCOSX def2/J DEFGRID3
* xyz 1 1
O -0.675 0.143 1.831
F -1.155 -1.047 -1.567
P 0.444 0.536 1.048
I 1.023 2.908 0.802
I 2.033 -1.030 0.165
H -1.670 -1.510 -2.280
*
```

HOMO energy (Ha): -0.56221
Energy above the lowest of the compared OMol25 structures with the same formula, charge and spin (kcal/mol): 48.5
Calculated total energy (eV): -30263.54327
Kohn-Sham gap (eV): 7.83

Charges computed using Mulliken, reported in e:
1. O -0.319
2. F -0.386
3. P 0.545
4. I 0.361
5. I 0.396
6. H 0.403



Look up the calculated total energy of the fifth one.
-16961.30715 eV



The highest calculated total energy belongs to which entry?
FHN2O3



The lowest calculated total energy belongs to which entry?
FH5S2Si2